1.
{"formula": "C5H28N3O7", "method": "the ωB97M-V functional and the def2-TZVPD basis", "spin_multiplicity": 1, "charge": 1, "e_lumo_ev": -3.0, "relative_energy_kj_mol": 195.3, "elements": ["C", "C", "C", "C", "N", "C", "N", "N", "H", "H", "H", "H", "H", "H", "H", "H", "H", "H", "H", "H", "H", "H", "H", "H", "O", "H", "H", "O", "H", "H", "O", "H", "H", "O", "H", "H", "O", "H", "H", "O", "H", "H", "O"], "positions_angstrom": [[-3.32001, 1.51550, 1.78043], [-3.36481, 0.67927, 0.40195], [-2.88365, -0.71526, 0.82434], [-2.72766, -1.66630, -0.36803], [0.73520, -2.54101, -1.48847], [-0.60505, -2.59462, -1.21174], [-1.28147, -1.64574, -0.63808], [-2.48980, 1.09694, -0.67880], [-2.83372, 1.04818, 2.61473], [-4.29423, 1.96981, 1.91642], [-2.65620, 2.37414, 1.50289], [-4.37813, 0.61485, 0.04333], [-3.63860, -0.95115, 1.65194], [-1.96756, -0.53933, 1.44594], [-3.16371, -1.18220, -1.23268], [-3.16378, -2.61062, -0.11077], [1.38481, -3.27183, -1.60257], [1.18208, -1.70103, -1.18169], [-0.99396, -3.50330, -1.79038], [-0.78635, -1.07090, 0.04419], [-2.95220, 1.65943, -1.34419], [-1.57696, 1.43065, -0.47484], [0.43470, 3.27966, 1.15529], [1.20536, 2.11794, 1.96840], [0.45437, 2.37781, 1.46797], [0.94858, 0.52956, 0.90153], [1.48590, 0.48674, -0.70311], [1.25699, 0.08967, 0.10184], [4.65528, 0.07292, 0.53264], [4.53066, 1.02021, 1.65919], [4.44378, 0.09538, 1.49137], [2.50249, 2.67888, -1.72459], [2.73633, 2.99294, -0.44612], [1.94927, 2.80989, -0.96908], [3.16865, -1.04593, 2.06448], [2.34145, -0.16572, 2.98676], [2.45069, -1.07140, 2.72163], [-0.82254, 2.32358, -3.35887], [-0.67784, 0.73668, -3.60034], [-1.20853, 1.42879, -3.27750], [2.87133, -0.89926, -0.00607], [3.51408, -2.34737, -0.04322], [3.05128, -1.69031, -0.50285]], "atomic_forces_ev_per_a": [[0.6, 1.7, -3.3], [2.0, -0.2, 2.0], [-1.7, 0.7, 1.9], [0.3, 1.5, 0.9], [-3.0, 2.2, 1.2], [2.4, -2.2, -2.9], [0.4, -1.7, 0.7], [-1.2, -0.7, 0.2], [-0.4, -0.5, 0.5], [-0.1, -0.2, 0.8], [-0.5, -0.5, 0.5], [-0.3, 0.1, -0.3], [0.9, -0.7, -1.3], [-0.2, -0.5, -0.8], [-0.5, -0.2, -0.1], [0.3, -0.8, -0.3], [0.0, -1.3, -0.4], [0.5, 0.2, 0.4], [-0.6, 1.4, 1.5], [0.4, 0.2, -0.8], [-0.1, 0.7, -0.8], [0.6, 0.4, 0.5], [0.6, 0.2, 0.2], [1.1, 0.8, 0.7], [-1.8, -0.9, -0.4], [0.1, 1.1, -1.2], [-0.1, 2.5, -0.9], [-0.4, -3.3, 1.7], [0.0, -0.4, 0.7], [0.1, 1.1, 0.7], [0.5, -0.4, -1.9], [-0.3, -0.3, -2.1], [-0.4, 0.4, 1.4], [0.8, -0.1, 0.4], [-0.4, 0.2, 0.7], [0.1, 0.5, 0.3], [-0.3, -0.9, -0.4], [0.1, -1.2, -0.3], [1.4, -0.7, -0.8], [-1.4, 2.0, 1.0], [-0.3, 0.1, 1.0], [1.1, -1.1, 1.4], [-0.2, 0.6, -2.3]]}


2.
{"formula": "C11H17CdNO2S4", "method": "the ωB97M-V functional and the def2-TZVPD basis", "spin_multiplicity": 1, "charge": -2, "e_lumo_ev": 5.2, "relative_energy_kj_mol": 0.0, "elements": ["Cd", "C", "C", "C", "C", "C", "C", "C", "C", "C", "C", "H", "H", "H", "H", "H", "H", "H", "H", "H", "H", "H", "H", "H", "H", "H", "S", "S", "S", "S", "O", "H", "H", "O", "C", "N"], "positions_angstrom": [[-0.37974, -0.14640, 0.09050], [1.99792, -0.75255, 2.41089], [0.74353, -1.35656, 2.43120], [0.55898, -2.05784, 1.19023], [1.76553, -1.86632, 0.42726], [2.62758, -1.06445, 1.17513], [3.94750, -0.49909, 0.74342], [2.04453, -2.55458, -0.87472], [-0.38235, -3.22621, 0.98927], [-0.26393, -1.32045, 3.54275], [2.58048, 0.16857, 3.44084], [3.94697, 0.59707, 0.75387], [4.20089, -0.80951, -0.27239], [4.77360, -0.81559, 1.39313], [2.26080, -3.62318, -0.73308], [2.90238, -2.11458, -1.38710], [1.20024, -2.47579, -1.56334], [-0.84872, -3.50907, 1.93762], [0.17282, -4.10319, 0.63464], [-1.19327, -3.04676, 0.28086], [-0.13864, -2.14233, 4.26125], [-1.28322, -1.38859, 3.15375], [-0.20412, -0.38552, 4.10534], [3.49908, -0.23960, 3.88271], [1.88019, 0.35322, 4.25713], [2.83126, 1.15032, 3.02770], [-2.91304, -0.76850, 0.02861], [-3.28027, -0.14563, -1.91871], [-1.75157, -0.93356, -3.02738], [-0.07492, 0.16132, -2.45704], [-0.70992, 3.44330, -1.50118], [-0.75676, 2.61762, -2.00877], [-0.56074, 3.09957, -0.60244], [0.68094, 2.92085, 2.99187], [0.30098, 2.36182, 2.00101], [-0.08664, 1.85018, 1.00290]], "atomic_forces_ev_per_a": [[-0.2, 0.0, -0.1], [0.0, 0.0, 0.0], [0.0, -0.1, 0.0], [0.1, 0.1, 0.0], [0.0, 0.0, 0.0], [0.0, 0.0, 0.0], [0.0, 0.0, 0.0], [0.0, 0.0, 0.0], [0.0, -0.1, 0.0], [0.0, 0.0, 0.0], [0.0, 0.0, 0.0], [0.0, 0.0, 0.0], [0.0, 0.0, 0.0], [0.0, 0.0, 0.0], [0.0, 0.0, 0.0], [0.0, 0.0, 0.0], [0.0, 0.0, 0.0], [0.0, 0.0, 0.0], [0.0, 0.0, 0.0], [0.0, 0.0, 0.0], [0.0, 0.0, 0.0], [0.0, 0.0, 0.0], [0.0, 0.0, 0.0], [0.0, 0.0, 0.0], [0.0, 0.0, 0.0], [0.0, 0.0, 0.0], [0.0, 0.0, -0.1], [0.0, -0.1, 0.1], [0.1, 0.1, 0.0], [-0.1, -0.1, 0.0], [0.0, -0.1, 0.1], [0.0, 0.0, -0.1], [0.0, 0.0, 0.0], [0.0, 0.0, 0.1], [0.0, 0.0, 0.0], [0.1, 0.0, 0.0]]}


3.
{"formula": "C17H17N7O4", "method": "the ωB97M-V functional and the def2-TZVPD basis", "spin_multiplicity": 1, "e_lumo_ev": -0.8, "smiles": "[H]/N=C(/N)N/N=C/c1c(-c2cc(OC)c([N+](=O)[O-])cc2OC)nc2ccccn12", "relative_energy_kj_mol": 0.0, "elements": ["O", "O", "N", "N", "N", "O", "O", "C", "C", "C", "C", "C", "C", "C", "C", "C", "C", "C", "C", "C", "C", "C", "N", "N", "N", "N", "C", "C", "H", "H", "H", "H", "H", "H", "H", "H", "H", "H", "H", "H", "H", "H", "H", "H", "H"], "positions_angstrom": [[-2.18632, -1.93210, 4.99801], [-4.10007, -1.27196, 4.23091], [-0.84402, -1.06522, -2.14837], [1.78448, 2.59498, -0.87593], [3.49578, 1.78648, 1.30872], [1.10348, -0.79292, 1.30373], [-4.42088, -1.63682, 1.56256], [-0.16807, -0.54193, -3.13193], [-0.10653, -0.95430, -4.54284], [0.66095, -0.24003, -5.43965], [1.36340, 0.97044, -4.92351], [-0.51048, -0.37952, -1.01564], [1.33862, 1.29528, -3.58159], [0.39897, 0.63573, -1.33308], [0.97991, 1.63935, -0.44116], [3.25681, 3.05205, 0.95647], [-2.45360, -0.98404, 0.38808], [-0.93379, -1.13315, 2.61940], [-0.26797, -0.85450, 1.42239], [-3.10170, -1.30203, 1.58684], [-1.06980, -0.67859, 0.28425], [-2.31979, -1.28709, 2.77129], [0.58732, 0.50932, -2.69698], [3.99428, 3.89133, 1.65808], [-2.90145, -1.51360, 4.06339], [2.45555, 3.44419, 0.00437], [1.91584, -1.33110, 2.36378], [-4.76112, -2.75785, 0.73890], [2.95125, 1.19743, 0.64956], [-0.68323, -1.81895, -4.83227], [0.77761, -0.51744, -6.47333], [1.89030, 1.62518, -5.59645], [1.84851, 2.23402, -3.31627], [0.75668, 1.64713, 0.62244], [-3.04886, -0.89691, -0.51133], [-0.28712, -1.21843, 3.49883], [4.68813, 3.27164, 2.08318], [3.50026, 4.42720, 2.38500], [2.51549, 4.44014, -0.17945], [2.81929, -1.75884, 1.94962], [1.44307, -2.17360, 2.88230], [2.17377, -0.52267, 3.07889], [-5.54732, -3.28342, 1.25092], [-3.87147, -3.39578, 0.61001], [-5.11615, -2.41914, -0.23215]], "atomic_forces_ev_per_a": [[-0.5, 0.6, -1.8], [1.4, -0.1, -0.7], [-0.8, -0.8, 1.2], [-1.1, -1.3, -0.9], [-1.5, 0.8, -1.9], [-0.6, -0.3, 0.2], [0.3, 0.2, 0.4], [0.4, -0.2, -2.0], [0.6, 1.0, 0.4], [0.2, 1.2, 2.3], [-1.1, -1.6, 0.9], [0.8, 0.7, -1.4], [-0.1, 0.1, -2.0], [-0.2, 0.2, 0.8], [1.7, 2.3, -0.5], [0.5, -6.9, 1.8], [0.9, 0.6, 0.3], [0.8, 0.2, 1.1], [-0.5, -0.3, 0.4], [0.3, 0.1, -0.1], [-1.2, -1.0, 0.7], [0.5, 0.0, -2.1], [1.5, 1.7, -0.6], [1.9, 3.5, 2.1], [-0.8, -0.5, 2.7], [-2.2, 1.4, -0.7], [-0.3, 0.3, 0.6], [0.8, 0.2, -0.2], [0.7, 0.0, 0.7], [0.0, -0.1, 0.1], [-0.2, -0.1, -0.1], [0.1, 0.0, -0.1], [-0.5, -0.9, 0.8], [-0.2, -0.6, 0.0], [0.0, -0.2, 0.0], [-0.6, 0.0, -0.1], [-0.2, 0.6, 0.2], [0.3, -0.2, -0.7], [-0.3, -0.5, -0.8], [0.2, 0.4, -0.5], [-0.2, 0.3, -0.1], [-0.1, -0.5, -0.4], [-0.3, -0.3, 0.2], [-0.4, 0.1, 0.0], [0.0, 0.0, -0.1]]}


4.
{"formula": "C13H19FNO5P", "method": "the ωB97M-V functional and the def2-TZVPD basis", "spin_multiplicity": 1, "e_lumo_ev": -2.2, "smiles": "CCCOC1=C(P(O)O)C(=O)C(NCC)=C(CCF)C1=O", "relative_energy_kj_mol": 561.9, "elements": ["C", "C", "C", "O", "C", "C", "P", "O", "O", "C", "O", "C", "N", "C", "C", "C", "C", "C", "F", "C", "O", "H", "H", "H", "H", "H", "H", "H", "H", "H", "H", "H", "H", "H", "H", "H", "H", "H", "H", "H"], "positions_angstrom": [[-0.45994, 3.50143, -2.54406], [-0.70177, 1.96170, -3.15095], [-2.22283, 1.40037, -2.90921], [-2.57308, 1.12024, -1.50910], [-1.55187, 0.31707, -0.82079], [-1.20326, -1.10422, -1.08917], [-2.10015, -2.09979, -2.44994], [-2.00378, -3.82165, -2.20866], [-3.83081, -1.72988, -2.39289], [-0.01636, -1.88531, -0.20666], [0.47255, -3.09282, -0.59681], [0.55933, -1.19147, 1.20028], [1.45128, -2.03274, 2.12939], [2.83789, -1.93101, 1.46163], [3.59292, -0.50194, 1.73859], [0.19532, 0.24122, 1.53131], [0.66056, 1.01353, 2.90094], [0.08909, 0.12200, 4.19540], [1.20722, -0.27230, 5.13207], [-0.72027, 1.04472, 0.43324], [-0.85646, 2.36984, 0.55598], [-1.48484, 4.03668, -2.26920], [0.00253, 4.16415, -3.42257], [0.32982, 3.52744, -1.67886], [0.15609, 1.22277, -2.83169], [-0.58220, 2.09256, -4.33166], [-2.42428, 0.50734, -3.65461], [-2.95689, 2.27249, -3.26416], [-1.17010, -4.20975, -2.62330], [-4.06817, -1.90410, -1.41462], [1.14241, -3.01964, 1.96021], [2.74697, -2.04326, 0.27784], [3.45359, -2.85721, 1.83165], [4.66557, -0.48256, 1.26921], [3.66649, -0.35306, 2.90969], [2.97917, 0.42175, 1.33101], [1.80553, 1.24511, 2.97846], [0.10661, 2.06659, 2.97574], [-0.75073, 0.75147, 4.76425], [-0.44316, -0.86776, 3.79205]], "atomic_forces_ev_per_a": [[0.3, 0.3, -1.0], [0.0, 0.9, -0.8], [0.5, 1.1, -2.1], [3.4, -2.0, 0.8], [1.1, -2.6, 0.2], [-0.7, 2.1, 2.6], [-0.6, -0.6, -2.3], [0.6, 1.8, 0.2], [3.0, -1.5, 3.4], [1.6, -3.7, -1.1], [-3.2, 7.6, 2.4], [-1.4, 3.0, 0.8], [-0.7, 1.3, -3.5], [1.1, 0.1, -1.2], [-0.4, -0.1, 1.0], [0.6, -3.4, -1.7], [-1.3, 0.1, 0.4], [-0.2, -0.3, -0.3], [-2.7, 1.1, -2.1], [-0.7, 5.4, 0.4], [0.8, -7.8, -0.6], [2.3, -1.4, -0.3], [-1.0, -1.5, 1.9], [-1.9, -0.1, -1.5], [-1.9, 1.4, -0.4], [-0.4, -0.6, 2.5], [0.4, 1.4, 1.9], [1.5, -1.9, 1.1], [-1.5, 1.2, 0.8], [-0.1, 0.5, -2.1], [0.3, 1.1, 0.1], [0.1, 0.1, 2.5], [-1.0, 2.0, -0.5], [-2.1, -0.2, 0.9], [0.0, -0.3, -2.4], [1.2, -2.1, 0.6], [-2.3, -0.9, -0.2], [1.2, -2.4, -0.6], [2.3, -1.4, -0.9], [1.6, 2.1, 1.1]]}


no.,strongest force on any atom (eV Å⁻¹),frontier orbital gap (eV),electronic energy (a.u.)
1,4.35,8.6,-897.94901
2,0.22,6.3,-2395.22703
3,7.19,7.4,-1342.07067
4,8.56,6.6,-1378.57662